# C4H10N2O2

An isolated molecule of C4H10N2O2 (ωB97M-V with the def2-TZVPD basis set, OMol25).

Geometry (Å):
C1 0.1851 -0.6270 -0.7886
N1 1.5429 -0.1001 -0.7925
C2 2.6683 -0.7004 -0.2478
O1 2.6005 -2.0825 -0.3107
O2 3.6834 -0.0521 -0.0066
C3 -0.6173 -0.3374 0.4347
N2 -0.9589 1.2206 0.3565
C4 -2.3574 1.4000 0.6621
H1 0.2282 -1.6309 -1.0702
H2 -0.3930 -0.3344 -1.6845
H3 1.5415 0.9050 -0.7614
H4 1.9266 -2.4416 -0.7579
H5 0.0586 -0.3879 1.3660
H6 -1.4597 -0.9530 0.6175
H7 -0.3639 1.8315 0.8480
H8 -2.6096 2.3923 0.8442
H9 -2.6096 0.8274 1.5175
H10 -3.0656 1.0703 -0.2262

* calculated total energy: -11384.2588 eV
* SMILES: CNCCNC(=O)O
* LUMO energy: 0.02430 hartree
* Kohn-Sham gap: 9.8 eV
* energy above the lowest of the compared OMol25 structures with the same formula, charge and spin: 61.0 kcal/mol

Results of the Löwdin charge analysis, in e, for atoms 1 through 2:
1 C -0.225
2 N 0.075

# C35H49N11O10S

A cluster of 12 separate species, C35H49N11O10S in total (ωB97M-V with the def2-TZVPD basis set, OMol25).

Geometry (Å):
S1 0.1051 -0.1762 -0.0256
O1 -0.9789 -0.2222 -1.0756
O2 0.4781 -1.5452 0.3704
O3 1.2471 0.6318 -0.4586
O4 -0.3859 0.5288 1.1484
N1 2.7151 2.5208 0.1364
C1 2.9861 2.9388 1.5484
C2 3.9081 4.1668 1.3774
C3 4.0981 4.3408 -0.1246
C4 3.4321 3.3118 -0.8376
H1 2.1571 1.6418 -0.0836
H2 2.0921 2.7938 2.1424
H3 4.3371 4.6478 2.2924
H4 4.6241 5.2608 -0.6906
H5 3.2401 2.9948 -1.7326
N2 0.5831 1.0258 3.5414
C5 1.7711 0.4038 3.9364
C6 1.9931 0.8488 5.3644
C7 0.9011 1.7888 5.7274
C8 0.2101 2.0128 4.4094
H6 0.0181 0.9208 2.5634
H7 2.0761 -0.2882 3.2164
H8 2.9251 0.3798 5.9904
H9 0.6081 2.4168 6.6034
H10 -0.5849 2.5948 4.1714
N3 0.2631 -3.4762 -1.1396
C9 -0.5319 -4.5722 -0.9176
C10 -0.2619 -5.5532 -2.1286
C11 0.8911 -4.9402 -2.8856
C12 1.2081 -3.6322 -2.1926
H11 0.3461 -2.5852 -0.6726
H12 -1.0439 -4.7272 0.1014
H13 -0.5439 -6.5682 -2.4436
H14 1.4401 -5.3482 -3.4906
H15 1.9761 -2.8452 -2.3666
N4 -3.0109 -1.3062 -2.0626
C13 -4.2599 -0.6912 -2.0236
C14 -5.1959 -1.5402 -2.7966
C15 -4.3899 -2.6682 -3.3586
C16 -2.9429 -2.4982 -2.7986
H16 -2.1689 -1.0742 -1.4206
H17 -4.4589 0.3118 -1.4236
H18 -6.1849 -1.5002 -2.9466
H19 -4.4459 -3.4832 -4.1146
H20 -1.9879 -2.9892 -3.1896
N5 -2.6029 1.7138 2.1524
C17 -3.3769 2.2328 1.0764
C18 -4.6509 2.7518 1.5764
C19 -4.6449 2.5658 3.1224
C20 -3.2969 1.8478 3.3554
H21 -1.5609 1.3558 1.8144
H22 -2.9039 2.1818 0.2314
H23 -5.3619 3.1748 1.0014
H24 -5.5339 2.8488 3.7314
H25 -3.0509 1.3708 4.3094
N6 1.3811 -3.1682 1.9624
C21 2.6431 -2.9652 2.3944
C22 2.9001 -4.0792 3.3804
C23 1.6841 -5.0082 3.5474
C24 0.7551 -4.2732 2.4674
H26 0.8291 -2.7232 1.1274
H27 3.3251 -2.2402 2.3384
H28 3.7231 -4.3082 4.0294
H29 1.4971 -5.7322 4.2514
H30 -0.0789 -4.6802 2.2174
N7 -1.1759 2.1378 -2.4086
C25 0.0171 2.7898 -2.6396
C26 -0.3469 4.2988 -2.9206
C27 -1.8979 4.2668 -2.9586
C28 -2.3979 2.8098 -2.6176
H31 -1.3189 1.1358 -1.9086
H32 0.9681 2.1768 -2.4876
H33 0.2861 5.2148 -3.3126
H34 -2.4619 5.0808 -3.1006
H35 -3.4389 2.3688 -2.3006
N8 3.1931 -0.5902 -1.4546
C29 3.6601 -1.8092 -0.9926
C30 4.9801 -2.1532 -1.8016
C31 5.0121 -1.1202 -2.8626
C32 4.0341 0.0198 -2.4286
H36 2.4121 0.0458 -1.1306
H37 3.2011 -2.2332 -0.0356
H38 5.7691 -3.0142 -1.6916
H39 5.8041 -0.9102 -3.6016
H40 3.9941 0.9908 -2.7786
C33 -0.5509 4.3158 0.5404
N9 -1.1939 4.9898 1.7234
O5 -2.3229 5.5938 1.5294
O6 -0.4829 5.3368 2.6714
H41 -0.0519 3.3598 0.7134
H42 -0.2079 5.0658 0.1444
H43 -1.4029 4.0018 0.1774
C34 0.5961 -0.5262 -3.9436
N10 1.7651 -0.5222 -4.9296
O7 1.8611 -1.5452 -5.6606
O8 2.3381 0.4348 -5.0606
H44 1.1551 -0.1932 -3.0906
H45 0.2111 -1.3292 -3.9896
H46 -0.0079 0.4118 -4.3206
C35 -2.8959 -2.0752 1.6964
N11 -3.7649 -3.0622 2.3264
O9 -4.9209 -2.7932 2.7334
O10 -3.2559 -4.2822 2.3264
H47 -3.3509 -1.8442 0.7074
H48 -1.9589 -2.4802 1.4174
H49 -2.7759 -1.4792 2.3924

* calculated total energy: -84762.6676 eV
* LUMO energy: 0.12843 hartree
* Kohn-Sham gap: 6.8 eV
* net charge: -2
* energy above the lowest of the compared OMol25 structures with the same formula, charge and spin: 182.0 kcal/mol

Results of the Löwdin charge analysis, in e, for atoms 1 through 2:
1 S 0.459
2 O -0.358

# C4H8N2P

The ion C4H8N2P with charge +1 (ωB97M-V with the def2-TZVPD basis set, OMol25).

Geometry (Å):
C1 -0.5499 0.4459 -1.2924
C2 0.5140 -0.0696 -0.5686
C3 -1.1444 -0.3896 0.8736
C4 1.8729 -0.4502 -1.0790
N1 -1.6725 0.4236 -0.5906
N2 0.1767 -0.3963 0.6925
P1 -2.1638 -0.1902 2.3462
H1 -0.5268 1.0859 -2.1864
H2 2.5958 0.3507 -1.4554
H3 2.2145 -1.1249 -0.2840
H4 1.6209 -1.1173 -1.9338
H5 -2.6662 0.4301 -0.8373
H6 0.8693 -0.6270 1.3407
H7 -2.0012 -1.4560 2.7541
H8 -3.3489 -0.4663 1.7718

* calculated total energy: -16537.3624 eV
* SMILES: Cc1c[nH]c(P)[nH+]1
* LUMO energy (spin up / spin down): -0.16711 / -0.16708 hartree
* Kohn-Sham gap (spin up / spin down): 8.2 / 8.2 eV
* net charge: +1
* energy above the lowest of the compared OMol25 structures with the same formula, charge and spin: 52.7 kcal/mol

Results of the Löwdin charge analysis, in e, for atoms 1 through 2:
1 C -0.075
2 C -0.302

# C10H16

A cluster of 2 separate species, C10H16 in total (ωB97M-V with the def2-TZVPD basis set, OMol25).

Geometry (Å):
C1 -2.3639 -0.1240 1.7090
C2 -1.4116 1.0381 1.4893
C3 -1.7590 -1.2047 2.5897
H1 -3.2669 0.3081 2.1527
H2 -2.7433 -0.5020 0.7575
H3 -1.1030 1.4915 2.4381
H4 -0.8081 -1.4975 2.1356
H5 -1.8191 1.8434 0.8738
H6 -0.4838 0.7567 0.9890
H7 -1.4533 -0.7519 3.5355
H8 -2.3631 -2.1153 2.5992
C4 -0.0365 0.6737 -3.0781
C5 2.4876 -0.5225 0.1718
C6 2.3604 0.8172 -0.1405
C7 1.9075 -1.4838 -0.6359
C8 1.5629 1.2229 -1.2054
C9 1.0978 -1.0839 -1.6856
C10 0.9267 0.2677 -1.9868
H9 3.0799 -0.8768 1.0126
H10 2.8932 1.5127 0.4969
H11 2.0278 -2.5368 -0.4044
H12 1.6460 2.2562 -1.5145
H13 0.5434 -1.7958 -2.2931
H14 -0.7427 -0.1208 -3.3195
H15 0.5087 0.9682 -3.9778
H16 -0.6874 1.4593 -2.7091

* calculated total energy: -10629.3826 eV
* SMILES: Cc1ccccc1.CCC
* LUMO energy: 0.03724 hartree
* Kohn-Sham gap: 10.1 eV
* energy above the lowest of the compared OMol25 structures with the same formula, charge and spin: 8.3 kcal/mol

Results of the Löwdin charge analysis, in e, for atoms 1 through 2:
1 C -0.334
2 C -0.129